Entry 1:
Below is a 2-piece molecular cluster, C2H4IN2O overall, with properties calculated with ωB97M-V with the def2-TZVPD basis set.

Positions of all 10 atoms, in Å:
C1 0.393 0.171 0.835
C2 -1.256 0.415 -0.982
N1 -0.435 0.228 0.033
N2 -1.618 -0.565 -1.821
O1 2.737 0.107 1.834
I1 1.796 0.127 3.536
H1 3.776 0.063 2.024
H2 -1.704 1.318 -1.156
H3 -2.219 -0.319 -2.594
H4 -1.470 -1.545 -1.707

Summary:
Relative energy (zero: lowest compared OMol25 entry of this formula, charge and spin) in kcal/mol: 54.3
E in a.u.: -560.65341
HOMO energy in eV: -11.973
Frontier orbital gap in eV: 5.3
Net charge: +1

These are the natural (NBO) partial charges, in e, on atoms 1 to 5: C 0.584; C 0.480; N -0.656; N -0.601; O -0.929

Entry 2:
Below is one molecule with the formula C6H12, with properties calculated with ωB97M-V with the def2-TZVPD basis set.

Positions of all 18 atoms, in Å:
C1 1.137 1.070 1.476
C2 -0.202 0.683 1.022
C3 0.862 -0.080 -1.277
C4 -0.641 -0.741 0.967
C5 -1.448 -0.793 -0.353
C6 -0.693 0.161 -1.301
H1 1.508 1.950 0.932
H2 0.836 1.462 2.460
H3 1.947 0.330 1.592
H4 1.353 0.671 -1.897
H5 0.997 -1.072 -1.713
H6 1.463 -0.125 -0.359
H7 0.102 -1.562 1.012
H8 -1.280 -0.834 1.857
H9 -2.483 -0.469 -0.177
H10 -1.497 -1.802 -0.783
H11 -1.039 1.188 -1.111
H12 -0.921 -0.038 -2.346

Summary:
Relative energy (zero: lowest compared OMol25 entry of this formula, charge and spin) in kcal/mol: 107.4
E in a.u.: -235.64704
HOMO energy in eV: -7.698
Frontier orbital gap in eV: 8.4
Net charge: 0

These are the natural (NBO) partial charges, in e, on atoms 1 to 5: C -0.805; C 0.198; C -0.632; C -0.598; C -0.381

Entry 3:
Below is a 10-piece molecular cluster, H20O10 overall, with properties calculated with ωB97M-V with the def2-TZVPD basis set.

Positions of all 30 atoms, in Å:
H1 0.506 0.080 -0.474
H2 0.236 -1.254 0.203
H3 -2.059 -0.239 1.363
H4 -1.765 -0.043 -0.115
H5 0.195 2.899 1.606
H6 0.826 3.151 0.246
H7 -1.199 0.020 -2.441
H8 -2.194 1.070 -1.975
H9 1.338 2.556 -2.996
H10 1.478 3.774 -3.894
H11 3.765 -3.700 2.609
H12 2.496 -3.268 3.325
H13 0.653 0.821 2.959
H14 -0.068 1.473 4.128
H15 -1.570 -1.995 0.113
H16 -2.863 -2.137 0.899
H17 -0.773 3.297 -0.610
H18 -1.348 3.477 0.785
H19 0.509 -3.167 -3.030
H20 1.271 -4.416 -2.620
O1 0.935 -0.609 0.046
O2 -1.335 -0.230 0.727
O3 0.855 2.548 0.997
O4 -1.252 0.927 -2.121
O5 0.938 3.413 -3.182
O6 2.807 -3.810 2.592
O7 -0.087 1.403 3.167
O8 -2.064 -2.619 0.656
O9 -1.166 2.804 0.119
O10 0.439 -4.128 -3.011

Summary:
Relative energy (zero: lowest compared OMol25 entry of this formula, charge and spin) in kcal/mol: 122.9
E in a.u.: -764.28601
SMILES string: O.O.O.O.O.O.O.O.O.O
HOMO energy in eV: -9.490
Frontier orbital gap in eV: 9.5
Net charge: 0

These are the natural (NBO) partial charges, in e, on atoms 1 to 5: H 0.471; H 0.466; H 0.475; H 0.464; H 0.470

Entry 4:
Below is C23H58BCuN2O14V as an isolated structure, with properties calculated with ωB97M-V with the def2-TZVPD basis set.

Positions of all 100 atoms, in Å:
O1 0.670 3.102 1.491
V1 1.040 1.649 0.979
Cu1 -1.199 -0.113 -2.019
C1 2.889 1.263 -0.961
O2 2.140 2.303 -0.803
O3 4.148 1.198 -0.997
O4 2.363 0.266 -0.289
C2 2.469 0.693 3.131
O5 3.322 -0.263 3.249
O6 1.216 0.518 2.894
O7 2.911 1.532 2.216
B1 -1.112 1.223 0.037
H1 -0.905 0.707 1.033
H2 -1.230 2.364 0.262
H3 -0.271 1.020 -0.700
H4 -2.135 0.864 -0.429
C3 -0.226 2.642 -3.497
O8 -1.360 1.793 -3.421
C4 -1.995 1.534 -4.625
C5 -3.053 0.496 -4.309
N1 -2.408 -0.786 -3.998
C6 -3.330 -1.778 -3.444
C7 -3.902 -1.505 -2.075
O9 -2.820 -1.452 -1.176
C8 -3.113 -1.692 0.193
H5 0.593 2.238 -4.094
H6 0.099 2.809 -2.468
H7 -0.472 3.655 -3.842
H8 -1.402 1.153 -5.467
H9 -2.597 2.383 -4.986
H10 -3.725 0.379 -5.175
H11 -3.649 0.837 -3.463
H12 -1.971 -1.122 -4.845
H13 -2.757 -2.701 -3.324
H14 -4.080 -1.946 -4.232
H15 -4.603 -2.311 -1.823
H16 -4.495 -0.588 -1.961
H17 -3.052 -2.765 0.392
H18 -4.132 -1.380 0.435
H19 -2.401 -1.145 0.802
C9 8.070 -4.249 4.184
O10 6.739 -4.620 4.425
C10 5.826 -4.000 3.535
C11 4.465 -4.626 3.778
N2 3.443 -3.946 3.012
C12 2.295 -4.753 2.654
C13 1.395 -4.055 1.656
O11 0.702 -3.036 2.310
C14 0.157 -2.116 1.399
H20 8.692 -4.744 4.927
H21 8.238 -3.167 4.184
H22 8.378 -4.596 3.186
H23 6.089 -4.132 2.476
H24 5.813 -2.922 3.727
H25 4.185 -4.535 4.832
H26 4.543 -5.707 3.562
H27 3.852 -3.550 2.173
H28 1.757 -5.092 3.545
H29 2.649 -5.708 2.211
H30 0.734 -4.829 1.231
H31 1.999 -3.663 0.828
H32 -0.395 -1.357 1.950
H33 -0.543 -2.557 0.669
H34 0.889 -1.596 0.772
C15 1.767 -1.069 -3.972
C16 1.574 -1.857 -2.684
C17 2.905 -2.111 -2.002
O12 0.789 -1.087 -1.760
H35 0.821 -0.982 -4.513
H36 2.469 -1.652 -4.580
H37 2.218 -0.097 -3.779
H38 1.014 -2.793 -2.768
H39 2.777 -2.549 -1.014
H40 3.557 -1.237 -1.928
H41 3.528 -2.834 -2.551
H42 1.405 -0.476 -1.217
C18 -3.566 1.832 2.596
C19 -4.649 1.309 1.667
C20 -6.004 1.935 1.911
O13 -4.259 1.660 0.345
H43 -3.282 2.853 2.349
H44 -2.702 1.169 2.554
H45 -3.911 1.852 3.637
H46 -4.711 0.221 1.797
H47 -6.798 1.548 1.270
H48 -5.955 3.019 1.800
H49 -6.306 1.686 2.933
H50 -3.338 1.420 0.109
C21 -1.627 6.936 -0.714
C22 -1.077 6.652 0.679
C23 -1.552 5.290 1.168
O14 0.352 6.602 0.646
H51 -1.221 6.220 -1.430
H52 -1.336 7.943 -1.026
H53 -2.717 6.875 -0.713
H54 -1.290 7.468 1.373
H55 -2.634 5.171 1.284
H56 -1.122 5.081 2.148
H57 -1.159 4.519 0.504
H58 0.605 5.966 -0.034

Summary:
Relative energy (zero: lowest compared OMol25 entry of this formula, charge and spin) in kcal/mol: 0.0
E in a.u.: -4683.22418
2S+1: 2
HOMO energy (alpha / beta) in eV: -0.534 / -0.613
Frontier orbital gap (alpha / beta) in eV: 4.0 / 4.1
Net charge: -2

These are the Mulliken partial charges, in e, on atoms 1 to 5: O -0.552; V 0.116; Cu 0.243; C 0.827; O -0.723

The highest net charge belongs to which entry?
C2H4IN2O

Which formula does entry 2 have?
C6H12